No. 1
Formula: C6H9NO
Source: the OMol25 dataset
Level of theory: the ωB97M-V functional and the def2-TZVPD basis

ΔE to the lowest compared entry with this formula, charge and spin ... 4.931 eV
Energy ... -363.8430 Eh

Geometry as ORCA input:
```
! RIJCOSX wB97M-V def2-TZVPD def2/J DEFGRID3
* xyz 0 1
C -3.41228 0.02074 0.66424
C 0.67709 -1.16529 -0.18547
C 1.99662 -1.20666 0.08170
C 2.60956 0.06623 0.27717
C 1.81834 1.26325 0.28628
C 0.61049 1.10394 -0.37588
H -1.73874 -0.27526 -0.59614
H -4.42217 -0.82738 0.20349
H -2.50420 -0.52283 1.70126
H -3.76765 1.06840 1.29690
H 0.08902 -2.10574 -0.17485
H 2.53686 -2.07182 0.37162
H 3.59094 0.00692 0.49682
H 2.35732 2.16205 0.25425
H 0.12090 2.08992 -0.56421
N -0.08385 -0.03561 -0.38542
O -2.68428 0.02896 -0.59743
*
```

***

No. 2
Formula: C25H45FN4O7
Source: the OMol25 dataset
Level of theory: the ωB97M-V functional and the def2-TZVPD basis

Energy ... -1824.8894 Eh
⟨S²⟩ ... 2.01

Geometry as ORCA input:
```
! RIJCOSX wB97M-V def2-TZVPD def2/J DEFGRID3
* xyz 0 3
C 0.80854 -4.26907 -3.86445
C 0.14781 -5.41313 -2.93769
F -0.79278 -4.88832 -2.01417
N 1.30495 -6.06364 -2.21338
N 2.18239 -6.45775 -3.27901
C 3.37054 -6.16435 -2.92188
O 4.39644 -5.61759 -2.92492
C 0.84905 -7.23386 -1.45688
O 0.42689 -7.10459 -0.34064
O 0.90443 -8.46832 -2.13076
C 2.10639 -9.21548 -1.73480
C 1.70175 -10.32565 -0.67457
O 1.57437 -9.75943 0.65496
C 2.78845 -9.82739 1.33096
O 3.82620 -9.36244 0.90582
H 0.04159 -3.45318 -3.98580
H 1.76624 -3.86455 -3.41991
H 1.08197 -4.66373 -4.89044
H -0.32503 -6.20294 -3.60124
H 2.79074 -8.48739 -1.22088
H 2.55022 -9.65003 -2.68288
H 0.67277 -10.69958 -0.96788
H 2.39798 -11.20877 -0.73044
H 2.84019 -10.31571 2.35266
C -2.63619 1.94951 0.43416
C -2.44758 1.33178 -0.97979
C -3.70591 0.55244 -1.42337
C -3.83923 -0.84277 -0.82865
C -2.55398 -1.63455 -1.03962
C -1.32303 -0.90288 -0.48115
N -1.20432 0.50125 -0.99293
O -0.77388 0.43233 -2.25565
C -1.40309 -0.93009 1.06288
C -0.06473 -1.73922 -0.79091
C -2.36599 2.57283 -1.89926
H -2.10304 1.42804 1.22460
H -2.24374 2.96996 0.47905
H -3.68921 1.99101 0.72037
H -3.69743 0.44384 -2.51511
H -4.60569 1.12885 -1.19088
H -4.09352 -0.77991 0.23348
H -4.67145 -1.36628 -1.30841
H -2.65545 -2.61726 -0.57048
H -2.42697 -1.82306 -2.11237
H -0.58396 -0.35861 1.50932
H -1.32495 -1.95486 1.43526
H -2.34540 -0.55090 1.45761
H 0.05851 -1.92993 -1.85814
H -0.11257 -2.71824 -0.30906
H 0.83375 -1.23659 -0.42061
H -1.46213 3.15398 -1.70469
H -3.22375 3.22948 -1.73078
H -2.37938 2.31190 -2.95981
C 2.11090 4.44589 1.40442
C 0.98553 5.43304 0.98787
C 1.55334 6.84066 0.69951
C 1.83848 7.68288 1.93516
C 0.61708 7.71785 2.84645
C 0.13641 6.30837 3.22814
N -0.08356 5.43082 2.03303
O -1.22108 5.82201 1.45263
C 1.17253 5.68804 4.19412
C -1.13427 6.43358 4.09483
C 0.51195 4.87507 -0.37463
H 2.13440 4.21696 2.46641
H 1.98171 3.47067 0.92633
H 3.09918 4.81845 1.12692
H 0.83947 7.39823 0.08063
H 2.46501 6.76223 0.10077
H 2.71424 7.29615 2.46455
H 2.09455 8.70204 1.63122
H 0.85558 8.29300 3.74580
H -0.18591 8.26664 2.34023
H 0.91168 4.65447 4.43973
H 1.20716 6.24622 5.13337
H 2.19226 5.70610 3.81035
H -1.93313 6.98286 3.59396
H -0.91916 6.97451 5.01923
H -1.51641 5.44721 4.37296
H 0.02800 3.90199 -0.26036
H 1.36289 4.74465 -1.04857
H -0.18660 5.54428 -0.88190
*
```

***

No. 3
Formula: C4H12O
Source: the OMol25 dataset
Level of theory: the ωB97M-V functional and the def2-TZVPD basis

ΔE to the lowest compared entry with this formula, charge and spin ... 0.156 eV
Energy ... -234.8269 Eh

Geometry as ORCA input:
```
! RIJCOSX wB97M-V def2-TZVPD def2/J DEFGRID3
* xyz 0 1
C 0.42632 1.65684 -0.51719
C 0.89099 0.25588 -0.94669
C 1.25904 -0.65886 0.20424
C 2.01442 0.38130 -1.99478
H 1.20362 2.22425 -0.00893
H -0.38585 1.44240 0.17370
H 0.07518 2.21339 -1.38271
H 0.13446 -0.21339 -1.58701
H 1.96155 -0.11394 0.84146
H 0.44224 -0.85974 0.90025
H 1.72097 -1.56899 -0.17067
H 2.91750 0.90633 -1.68571
H 1.61911 0.80211 -2.90060
H 2.34457 -0.61984 -2.29994
H -4.89853 -1.52334 3.88243
H -5.94990 -2.46071 3.37651
O -5.77569 -1.86368 4.11564
*
```

***

No. 4
Formula: C23H27N7
Source: the OMol25 dataset
Level of theory: the ωB97M-V functional and the def2-TZVPD basis

ΔE to the lowest compared entry with this formula, charge and spin ... 1.614 eV
Energy ... -1275.9368 Eh

Geometry as ORCA input:
```
! RIJCOSX wB97M-V def2-TZVPD def2/J DEFGRID3
* xyz 0 1
C -0.90201 -2.99164 -5.45570
C 0.02593 -2.63817 -4.33173
C -0.46583 -2.56214 -3.04221
C 0.40589 -2.23029 -2.01454
C 1.76308 -1.97410 -2.29770
C 2.26192 -2.05081 -3.58509
C 1.38662 -2.38528 -4.60407
C 1.89547 -2.47433 -6.01155
H 1.73444 -3.47247 -6.41774
H 1.37241 -1.76725 -6.65443
H 2.95933 -2.25378 -6.05069
H 3.30390 -1.85289 -3.79300
N 2.33049 -1.67452 -1.08287
C 1.33294 -1.75682 -0.14714
N 0.18741 -2.08737 -0.66572
C 1.59523 -1.46671 1.29565
C 0.41456 -1.91445 2.17828
C -0.32444 -0.70805 2.77356
N -0.60489 0.34140 1.81921
C -1.65807 0.00773 0.86866
C -2.10578 1.25217 0.20085
N -2.06168 1.54071 -1.07957
N -2.53931 2.77148 -1.20705
N -2.87095 3.25561 -0.08405
N -2.62096 2.33009 0.84538
C -2.83843 2.55848 2.24512
C -1.56640 2.98449 2.93683
C -1.15685 2.37209 4.11128
C 0.01558 2.76710 4.73062
C 0.78785 3.77552 4.17976
C 0.37941 4.39456 3.01055
C -0.79453 4.00243 2.39187
H -1.11389 4.48501 1.47884
H 0.97617 5.18385 2.57781
H 1.70568 4.07964 4.66102
H 0.32902 2.28443 5.64486
H -1.75485 1.58270 4.54161
H -3.59081 3.35090 2.31857
H -3.22699 1.64244 2.69685
H -2.49789 -0.41826 1.42841
H -1.34218 -0.71122 0.09828
C 0.60175 0.84917 1.16609
C 1.85788 0.03669 1.48187
H 2.66211 0.36750 0.82158
H 2.17753 0.22022 2.50880
H 0.75749 1.88750 1.48970
H 0.44860 0.85633 0.08213
H 0.26769 -0.25978 3.57701
H -1.27047 -1.03901 3.20909
H -0.27356 -2.49350 1.56285
H 0.76598 -2.54947 2.99233
H 2.50413 -2.01171 1.58094
H 3.29441 -1.44294 -0.91342
H -1.50654 -2.75003 -2.83070
H -0.56894 -3.89643 -5.96367
H -1.90842 -3.15651 -5.08068
H -0.93620 -2.19027 -6.19296
*
```

***

No. 5
Formula: C42H41NO3P2ReS
Source: the OMol25 dataset
Level of theory: the ωB97M-V functional and the def2-TZVPD basis

ΔE to the lowest compared entry with this formula, charge and spin ... 0.000 eV
Energy ... -3063.8839 Eh
⟨S²⟩ ... 3.83

Geometry as ORCA input:
```
! RIJCOSX wB97M-V def2-TZVPD def2/J DEFGRID3
* xyz 2 4
Re -1.18121 0.45989 -2.53295
C -2.38594 1.19548 -3.86082
C -2.36998 -0.34269 -3.83310
C -1.63956 -1.10301 -4.92663
C -0.13637 -0.77351 -4.98047
C 0.31844 -0.18157 -3.64380
C 0.33504 1.30615 -3.46002
C -0.15208 2.17254 -4.60778
C -1.63663 1.92645 -4.95956
C 1.69249 0.04402 1.91766
H -3.36598 1.60624 -3.65872
H -3.31912 -0.82212 -3.53245
H -2.16403 -0.91690 -5.88110
H -1.74335 -2.17908 -4.70456
H 0.41571 -1.71178 -5.13916
H 0.07060 -0.13777 -5.85796
H 1.20049 -0.67782 -3.24401
H 1.21580 1.63720 -2.90393
H 0.48498 2.03214 -5.48730
H -0.00014 3.22198 -4.32938
H -2.09814 2.91175 -5.05574
H -1.76253 1.43370 -5.93620
H 0.84777 0.67620 1.60444
H 2.21746 0.51315 2.76261
H 1.30794 -0.94844 2.18069
P -0.79451 -1.00361 0.33284
P 2.75060 -0.11452 0.50694
C 0.60192 -1.58260 -0.67979
C 1.83326 -0.96348 -0.76452
C -1.93327 -2.43551 0.21573
C -2.04163 -3.30001 -0.88950
C -2.99848 -4.32296 -0.87812
C -3.82419 -4.51191 0.23964
C -3.66425 -3.70591 1.37326
C -2.72127 -2.69190 1.35676
C -1.84384 0.62699 -0.51448
C -1.50552 2.01028 -0.21825
C -2.50092 2.98093 -0.13984
C -3.84605 2.68585 -0.39662
C -4.19724 1.38692 -0.74621
C -3.24334 0.36284 -0.79280
C 4.31208 -1.02572 0.80445
C 4.20402 -2.36772 1.22271
C 5.32527 -3.19812 1.26175
C 6.58997 -2.70693 0.91902
C 6.70967 -1.36595 0.53703
C 5.59415 -0.52246 0.51024
C 3.07463 1.56702 -0.08921
C 2.55831 2.71027 0.55296
C 2.83021 3.97359 0.01962
C 3.56498 4.10946 -1.16196
C 3.98179 2.96797 -1.84720
C 3.72840 1.70009 -1.32275
H 0.45277 -2.51522 -1.24457
H 2.44044 -1.05449 -1.67630
H -1.38852 -3.16876 -1.75562
H -3.10335 -4.97723 -1.74651
H -4.59431 -5.27971 0.23876
H -4.26317 -3.84836 2.27195
H -2.59697 -2.02784 2.20303
H -0.45092 2.25618 0.00440
H -2.24611 4.00375 0.14898
H -4.60748 3.46987 -0.33041
H -5.25814 1.17664 -0.89810
H -3.58169 -0.67421 -0.85188
H 3.22823 -2.77941 1.48434
H 5.22355 -4.24669 1.54055
H 7.47034 -3.35993 0.93441
H 7.68485 -0.98422 0.23773
H 5.71300 0.52330 0.23056
H 1.96663 2.62546 1.46594
H 2.46117 4.86185 0.52630
H 3.81270 5.09447 -1.55560
H 4.51955 3.03883 -2.79030
H 4.03516 0.80033 -1.86603
O -1.48283 3.46457 5.07840
S -0.65031 2.30964 4.85258
O 0.75743 2.40185 5.15494
N -0.88256 1.66117 3.35222
C -1.52295 0.48531 3.37146
O -1.96488 -0.11763 2.33875
C -1.71126 -0.04033 4.74138
C -2.20199 -1.29438 5.12493
C -2.37672 -1.54815 6.48943
C -2.04917 -0.56374 7.44504
C -1.51792 0.67501 7.04215
C -1.35321 0.89827 5.67880
H -2.42193 -2.03584 4.35536
H -2.76161 -2.52119 6.81067
H -2.22542 -0.76874 8.50321
H -1.24881 1.45443 7.74761
*
```

***

No. 6
Formula: C2H6N2O2
Source: the OMol25 dataset
Level of theory: the ωB97M-V functional and the def2-TZVPD basis

ΔE to the lowest compared entry with this formula, charge and spin ... 8.178 eV
Energy ... -339.5321 Eh

Geometry as ORCA input:
```
! RIJCOSX wB97M-V def2-TZVPD def2/J DEFGRID3
* xyz 0 1
C 2.44267 0.42811 0.05501
C -2.80264 0.75893 0.39278
N 0.38644 0.99380 -0.73794
N 0.90197 0.40710 0.19376
O 0.45240 -0.23589 1.12092
O -1.93713 0.06191 -0.28751
H 2.77452 1.11462 -0.84131
H 2.79309 -0.58470 -0.09769
H 2.75289 0.93106 0.93832
H -2.74628 0.57822 1.51374
H -3.77234 0.40952 0.21035
H -3.03961 1.84359 0.03882
*
```

***

No. 7
Formula: C4H7NO
Source: the OMol25 dataset
Level of theory: the ωB97M-V functional and the def2-TZVPD basis

ΔE to the lowest compared entry with this formula, charge and spin ... 6.231 eV
Energy ... -286.4027 Eh

Geometry as ORCA input:
```
! RIJCOSX wB97M-V def2-TZVPD def2/J DEFGRID3
* xyz 0 1
O 0.65170 -2.27154 0.09251
C -0.52513 -0.76024 -0.17509
C -0.65245 0.04408 1.10794
C -0.36140 1.23928 0.20909
N 1.04363 1.14150 -0.13095
C 0.08050 0.33648 -0.92842
H 1.28271 -2.12829 -0.62960
H -0.36953 -2.06966 -0.34881
H 0.12667 -0.11213 1.85806
H -1.64755 -0.01669 1.55554
H -0.92823 2.15882 0.10597
H 1.28672 1.94189 -0.71585
H 0.01234 0.49651 -2.00040
*
```

***

No. 8
Formula: C22H30BCl5N4O4PS2Sc
Source: the OMol25 dataset
Level of theory: the ωB97M-V functional and the def2-TZVPD basis

ΔE to the lowest compared entry with this formula, charge and spin ... 0.000 eV
Energy ... -5600.8972 Eh

Geometry as ORCA input:
```
! RIJCOSX wB97M-V def2-TZVPD def2/J DEFGRID3
* xyz 0 1
Sc 0.19382 1.05352 -1.17536
Cl 2.69719 1.87597 -2.23083
C 1.91940 3.35021 -1.82631
C 0.55644 3.32104 -1.65996
C -0.09226 4.55326 -1.61297
Cl -1.76499 4.69894 -1.74502
C 0.64671 5.77112 -1.52292
Cl -0.15496 7.26833 -1.37227
C 2.06218 5.76709 -1.55505
Cl 2.94423 7.20482 -1.39796
C 2.71112 4.53409 -1.74113
Cl 4.42149 4.46652 -1.85706
C -0.82933 -2.16977 -4.63921
N -1.91683 -2.07965 -3.64811
C -3.29977 -2.30109 -3.86974
C -3.90715 -2.17216 -2.67779
N -2.93762 -1.87152 -1.70072
B -3.23274 -1.88372 -0.19918
N -3.36674 -0.45000 0.38544
C -3.88081 -0.24167 1.68633
C -3.74046 1.04804 2.02120
N -3.13819 1.69748 0.90230
C -2.72096 3.09219 0.84190
C -2.92030 0.76932 -0.12292
S -2.39441 1.19555 -1.63459
C -1.69584 -1.79947 -2.30458
S -0.19457 -1.50264 -1.70272
H -1.24651 -2.44211 -5.61070
H -0.08758 -2.90910 -4.32082
H -0.32244 -1.20028 -4.72854
H -3.67618 -2.54656 -4.86568
H -4.95343 -2.23956 -2.38638
H -2.33453 -2.47511 0.35995
H -4.23964 -2.49155 0.06445
H -4.28141 -1.10691 2.22049
H -3.99601 1.60356 2.92445
H -2.91073 3.58171 1.80289
H -3.28822 3.59405 0.05707
H -1.65947 3.18990 0.59227
C -0.30544 -2.98877 2.75376
C 0.30687 -1.64005 3.03921
C 1.50584 -1.72533 3.94858
C -0.69831 -0.61607 3.50572
O 0.78505 -1.18651 1.68806
P 1.32822 0.24035 1.35604
O 2.06875 0.95258 2.43497
O 0.12104 1.06185 0.76315
O 2.12516 -0.04292 0.01220
C 3.32964 -1.01411 -0.03821
C 3.99939 -1.01089 1.31997
C 2.79067 -2.37363 -0.41383
C 4.28402 -0.50632 -1.09261
H -0.73503 -3.39046 3.67134
H 0.44799 -3.69270 2.40766
H -1.11136 -2.92447 2.01525
H 1.15189 -1.97100 4.95581
H 2.04014 -0.77514 3.98149
H 2.18287 -2.52067 3.63998
H -1.10571 -0.94088 4.46115
H -1.52544 -0.51262 2.80936
H -0.24615 0.36411 3.67816
H 3.37834 -1.48650 2.08243
H 4.26908 -0.01288 1.66025
H 4.91095 -1.61042 1.22263
H 2.07700 -2.72770 0.33218
H 3.64158 -3.06342 -0.45375
H 2.34502 -2.40143 -1.40840
H 4.66447 0.48865 -0.86909
H 3.85608 -0.54390 -2.09522
H 5.14885 -1.18258 -1.11843
*
```